Formula: C3H11N3
Source: the OMol25 dataset
Level of theory: the ωB97M-V functional and the def2-TZVPD basis

Calculated values
2S+1: 1
Total charge: 0
Highest occupied orbital energy (spin up / spin down): -7.3327 / -6.7263 eV
Gap between HOMO and LUMO (spin up / spin down): 8.385 / 7.634 eV
E_tot: -7754.4381 eV
Energy above the lowest of the compared OMol25 structures with the same formula, charge and spin: 544.7 kJ/mol

Atoms and positions in Å:
C 2.4290 -0.6559 0.3915
C 0.8818 -0.4927 0.2614
C 0.4918 0.8463 -0.2783
N -2.1862 0.7238 -1.1410
N -2.2418 -0.2202 0.8755
N -1.9176 0.8963 0.1600
H 2.7941 -0.4711 -0.6483
H 2.8873 0.1050 0.9932
H 2.5079 -1.6190 0.7459
H 0.3409 -0.7246 1.0985
H 0.5751 -1.1437 -0.5664
H 0.7354 1.7591 0.2582
H 0.6430 0.7975 -1.3542
H -2.0043 -0.1749 -1.6288
H -1.7797 1.5247 -1.6510
H -2.1945 -0.0498 1.8264
H -1.9622 -1.1007 0.6573

Cartesian forces (eV/Å) of the 3 atoms listed first:
C -1.811 2.079 -2.089
C 1.283 1.488 -2.708
C 0.468 -0.235 0.406